1.
ORCA calculation (ωB97M-V/def2-TZVPD) on a 3-piece molecular cluster, C5H19N2O3 overall at a distorted geometry.

Structure (XYZ):
```
29
Properties=species:S:1:pos:R:3
N 0.6899 -1.4978 0.9172
C 0.6188 -0.0750 0.1972
C 2.0131 0.5378 0.2044
O 2.3920 0.7166 1.5505
C -0.4697 0.7548 0.9514
N -1.6538 0.7523 0.1057
C -2.4846 -0.4682 0.4278
C -2.4587 1.9579 0.5181
H 1.4007 -2.1679 0.6273
H 1.0334 -1.2534 1.8497
H -0.2009 -1.9884 1.0318
H 0.3725 -0.4344 -0.8078
H 2.7398 -0.2128 -0.2019
H 1.9374 1.3885 -0.4450
H 3.2055 1.2224 1.6139
H -0.0144 1.7579 1.1502
H -0.4761 0.2950 1.9651
H -2.0947 -1.1374 1.1870
H -3.4014 -0.1634 0.8868
H -2.8348 -0.8894 -0.5072
H -2.3395 2.7160 -0.3046
H -3.5207 1.8005 0.4188
H -2.0557 2.4158 1.4105
H -0.7935 0.6297 -2.2805
H 0.0940 1.2744 -3.3819
O 0.1087 0.6648 -2.6411
H 0.7675 -2.3467 -2.4059
H 1.6966 -3.3859 -1.7168
O 0.9913 -2.7514 -1.5602
```

E_HOMO: -12.71 eV
energy relative to the best compared isomer or geometry (same formula, charge and spin): 57.4 kcal/mol
2S+1: 1
total charge: +1
DFT total energy: -536.8471 a.u.
maximum force: 3.22 eV/Å

Mulliken atomic charge list, values in e, 5 entries:
1 N -0.2930
2 C 0.3058
3 C -1.0360
4 O -0.5238
5 C -0.8256

=====

2.
ORCA calculation (ωB97M-V/def2-TZVPD) on C34H47KN4OP3S as an isolated structure at a distorted geometry.

Structure (XYZ):
```
91
Properties=species:S:1:pos:R:3
K 0.3933 -0.0127 -0.5977
C -6.9433 -0.0418 3.3076
S -5.8792 1.1593 4.1541
C -4.3852 0.1572 4.4653
C -3.2759 0.3266 3.4280
C -3.7610 -0.0163 2.0189
N -2.7064 -0.0271 0.9858
P -2.1804 -1.5047 0.2812
C -3.7536 -2.3722 -0.0533
C -4.7848 -1.6456 -0.6518
C -5.9771 -2.2653 -0.9859
C -6.1413 -3.6231 -0.7453
C -5.1119 -4.3570 -0.1774
C -3.9172 -3.7377 0.1645
C -1.5243 -2.4040 1.7444
C -0.1369 -2.5145 1.8236
C 0.4790 -3.0126 2.9630
C -0.2952 -3.4217 4.0374
C -1.6807 -3.3583 3.9553
C -2.2928 -2.8568 2.8173
P -2.1324 1.4004 0.2054
C -3.6350 2.4298 0.0895
C -4.3334 2.3428 -1.1159
C -5.5526 2.9836 -1.2725
C -6.0796 3.7259 -0.2250
C -5.3816 3.8354 0.9693
C -4.1642 3.1927 1.1287
C -1.1480 2.1928 1.5348
C -0.9787 3.5768 1.5803
C -0.1394 4.1472 2.5263
C 0.5443 3.3448 3.4290
C 0.3988 1.9655 3.3765
C -0.4285 1.3919 2.4229
H -7.9575 0.3481 3.3575
H -6.9028 -0.9957 3.8296
H -6.6511 -0.1646 2.2651
H -4.7040 -0.8853 4.5250
H -4.0274 0.4590 5.4484
H -2.4477 -0.3303 3.7017
H -2.9036 1.3522 3.4539
H -4.5375 0.6982 1.7492
H -4.2246 -1.0030 2.0300
H -4.6502 -0.5847 -0.8347
H -6.7784 -1.6918 -1.4341
H -7.0706 -4.1115 -1.0085
H -5.2391 -5.4164 0.0043
H -3.1152 -4.3183 0.6021
H 0.4637 -2.2235 0.9708
H 1.5583 -3.0912 3.0020
H 0.1775 -3.8050 4.9323
H -2.2884 -3.7000 4.7837
H -3.3741 -2.8267 2.7659
H -3.9069 1.7730 -1.9347
H -6.0883 2.9091 -2.2099
H -7.0338 4.2229 -0.3410
H -5.7955 4.4071 1.7893
H -3.6326 3.2833 2.0670
H -1.5213 4.2083 0.8866
H -0.0285 5.2235 2.5606
H 1.1888 3.7968 4.1720
H 0.9202 1.3333 4.0845
H -0.5464 0.3135 2.3863
C 4.7720 -2.1511 -0.4509
N 4.5795 -0.7879 -0.9471
C 5.7199 -0.2606 -1.6814
P 3.5773 0.1867 -0.0330
O 2.3183 -0.5437 0.2474
N 4.2764 0.7499 1.3607
C 5.6736 1.1633 1.3604
C 3.7902 0.2829 2.6558
N 3.2681 1.5321 -0.9702
C 2.8680 1.2755 -2.3514
C 3.8128 2.8624 -0.7479
H 4.8236 -2.8493 -1.2883
H 3.9301 -2.4304 0.1792
H 5.6958 -2.2415 0.1309
H 5.8197 -0.7878 -2.6327
H 6.6555 -0.3818 -1.1259
H 5.5797 0.7992 -1.8940
H 5.9922 1.4424 0.3571
H 6.3285 0.3634 1.7214
H 5.8062 2.0288 2.0132
H 2.8069 -0.1655 2.5371
H 3.7118 1.1227 3.3504
H 4.4696 -0.4590 3.0879
H 2.6448 0.2162 -2.4814
H 3.6605 1.5347 -3.0602
H 1.9868 1.8721 -2.6093
H 4.0789 2.9838 0.2979
H 3.0548 3.6096 -0.9925
H 4.6927 3.0576 -1.3718
```

E_HOMO: -10.26 eV
energy relative to the best compared isomer or geometry (same formula, charge and spin): 7.0 kcal/mol
2S+1: 1
total charge: +1
DFT total energy: -3640.1734 a.u.
maximum force: 2.31 eV/Å

Mulliken atomic charge list, values in e, 5 entries:
1 K 1.2651
2 C -0.6939
3 S -0.1061
4 C -1.2029
5 C -0.1645

=====

3.
ORCA calculation (ωB97M-V/def2-TZVPD) on one molecule with the formula C6H3NO at a distorted geometry.

Structure (XYZ):
```
11
Properties=species:S:1:pos:R:3
C -0.2259 3.3404 0.0931
C 0.1391 2.1309 -0.0575
C 0.2064 0.6788 -0.1790
C -0.4445 -0.1018 0.7996
C -0.2460 -1.5395 0.3996
O -1.0005 -2.5578 0.5514
C 0.7648 -1.3351 -0.6827
N 0.9857 -0.1321 -0.9999
H -0.2550 4.3063 0.1508
H -1.0189 0.1357 1.5946
H 1.2144 -2.0969 -1.3964
```

E_HOMO: -9.43 eV
energy relative to the best compared isomer or geometry (same formula, charge and spin): 72.7 kcal/mol
2S+1: 1
total charge: 0
SMILES: C#CC1=CC(=O)C=N1
DFT total energy: -360.2555 a.u.
maximum force: 11.30 eV/Å

Mulliken atomic charge list, values in e, 5 entries:
1 C -0.2881
2 C -0.3064
3 C 0.2922
4 C -0.5233
5 C 0.5989

=====

4.
ORCA calculation (ωB97M-V/def2-TZVPD) on one molecule with the formula C2H4FNS at a distorted geometry.

Structure (XYZ):
```
9
Properties=species:S:1:pos:R:3
F 2.3928 -0.2801 -0.2421
C 1.0261 -0.5446 0.1354
C 0.3314 0.8868 0.0010
N -0.9477 1.0182 -0.0800
S -1.7316 -0.4709 -0.1235
H 0.8476 -1.1505 0.9457
H 0.1616 -1.0561 -0.6005
H 0.9788 1.8665 0.0098
H -3.0590 -0.2693 -0.0457
```

E_HOMO: -9.37 eV
energy relative to the best compared isomer or geometry (same formula, charge and spin): 68.0 kcal/mol
2S+1: 1
total charge: 0
SMILES: FC/C=N\S
DFT total energy: -631.3092 a.u.
maximum force: 6.51 eV/Å

Mulliken atomic charge list, values in e, 5 entries:
1 F -0.2858
2 C -0.2816
3 C 0.0627
4 N -0.3734
5 S -0.1919